Entry from the Open Molecules 2025 dataset: one molecule with the formula C3H6N2O (wB97M-V/def2-TZVPD).

Computed properties:
Kohn-Sham gap   0.3693 Ha
HOMO level   -9.48 eV

```
! RIJCOSX wB97M-V def2-TZVPD def2/J DEFGRID3
* xyz 0 1
C 2.29060 -0.47243 0.08543
C 0.93088 -0.37111 -0.10477
C 0.11621 0.84235 0.03730
O 0.50012 1.98614 0.05631
N -1.31047 0.65192 -0.09511
N -1.83210 -0.69542 0.12292
H 2.84738 0.53417 0.25631
H 2.93498 -1.33436 -0.12154
H 0.41012 -1.31300 -0.43561
H -1.93865 1.52453 -0.31894
H -2.25931 -0.60508 1.07384
H -2.68977 -0.74772 -0.55613
*
```

Entry from the Open Molecules 2025 dataset: C47H47BF4IIrN3OP2 as an isolated structure (wB97M-V/def2-TZVPD).

Computed properties:
Kohn-Sham gap   0.2653 Ha
HOMO level   -10.71 eV

```
! RIJCOSX wB97M-V def2-TZVPD def2/J DEFGRID3
* xyz 1 1
Ir -0.21173 -0.77415 0.76747
C 1.28305 1.25950 -3.99342
C 2.00645 0.10037 -4.61466
C 3.02681 0.29729 -5.54388
C 3.69380 -0.76835 -6.12668
C 3.35659 -2.07311 -5.79250
C 2.35810 -2.29687 -4.86032
C 1.69842 -1.21989 -4.28069
N 0.67385 -1.48267 -3.31418
C 0.82087 -1.28668 -1.99228
N 2.02773 -0.88195 -1.58678
C 2.58106 -0.92063 -0.29711
C 1.79933 -0.94903 0.86129
C 2.49734 -1.06864 2.06675
C 3.87864 -1.07295 2.12794
C 4.62177 -0.96634 0.96240
C 3.98635 -0.90479 -0.26420
C 4.78814 -0.79970 -1.53446
N -0.17182 -1.51725 -1.12617
C -1.33910 -2.15061 -1.70707
C -2.19543 -1.46575 -2.55697
C -3.21977 -2.14506 -3.20400
C -3.38775 -3.50423 -2.99070
C -2.53404 -4.17765 -2.12599
C -1.49993 -3.51959 -1.46865
C -0.58119 -4.25903 -0.53762
H 1.39898 2.15198 -4.60651
H 1.68554 1.48926 -3.00390
H 0.21538 1.07488 -3.87057
H 3.28410 1.31113 -5.82504
H 4.47384 -0.58029 -6.85240
H 3.86741 -2.90810 -6.25186
H 2.08023 -3.30286 -4.57143
H -0.23029 -1.79791 -3.63271
H 2.68520 -0.73464 -2.33940
H 1.96458 -1.15394 2.99734
H 4.37093 -1.15804 3.08795
H 5.70369 -0.95133 0.99945
H 5.85257 -0.79594 -1.31052
H 4.56698 0.12499 -2.07918
H 4.60159 -1.63792 -2.21242
H -2.04466 -0.41676 -2.73795
H -3.87606 -1.60010 -3.86960
H -4.17367 -4.04530 -3.50160
H -2.66282 -5.24161 -1.96337
H -0.90002 -5.29435 -0.42702
H -0.56956 -3.79401 0.45107
H 0.44841 -4.25980 -0.90180
I -0.86098 -1.28879 3.20845
C 0.36455 -0.29786 4.56649
C 0.49876 -0.96251 5.75399
C 1.22582 -0.39620 6.81390
C 1.79787 0.82321 6.63057
C 1.68685 1.51528 5.39922
C 2.31474 2.77724 5.29393
C 2.24605 3.48070 4.13677
C 1.56873 2.92786 3.03708
C 0.93503 1.70230 3.06152
P 0.03679 1.35151 1.46801
C -1.50884 2.26711 1.69901
C -1.48116 3.62609 2.00613
C -2.66406 4.32820 2.15871
C -3.88232 3.68138 2.00979
C -3.91478 2.32896 1.71042
C -2.73155 1.62362 1.55923
C 1.02520 2.27767 0.25271
C 0.40618 3.17957 -0.60777
C 1.17391 3.94077 -1.48166
C 2.55099 3.80052 -1.50768
C 3.17173 2.88787 -0.66003
C 2.41636 2.13253 0.21947
C 0.96086 0.96629 4.29972
H 0.04245 -1.93523 5.88760
H 1.31962 -0.92737 7.75045
H 2.35762 1.29441 7.42824
H 2.84528 3.16390 6.15469
H 2.71335 4.45105 4.04144
H 1.56960 3.51083 2.13103
H -0.54239 4.15277 2.11208
H -2.63268 5.38658 2.37937
H -4.80506 4.23657 2.11196
H -4.86649 1.83501 1.55996
H -2.74716 0.58233 1.27178
H -0.66571 3.30914 -0.60087
H 0.67860 4.64131 -2.14089
H 3.14600 4.40160 -2.18337
H 4.24930 2.78062 -0.66491
H 2.91787 1.46284 0.90657
F -1.69839 1.13403 -0.97698
B -2.60048 1.91655 -1.78701
F -2.09531 1.90923 -3.09151
F -2.66294 3.20651 -1.26825
F -3.85698 1.30002 -1.74146
C -4.61165 -1.37854 2.60893
P -3.93189 -1.93076 1.03590
C -4.82276 -1.07974 -0.25105
C -4.34996 -3.67221 0.93417
O -2.42768 -1.74147 0.96249
H -5.68462 -1.57294 2.62923
H -4.44069 -0.31263 2.75325
H -4.14278 -1.92402 3.42824
H -5.89077 -1.07419 -0.03034
H -4.65066 -1.58702 -1.20053
H -4.45624 -0.05645 -0.35951
H -5.42580 -3.81166 1.04398
H -3.83424 -4.21629 1.72564
H -4.03298 -4.05968 -0.03435
*
```

Entry from the Open Molecules 2025 dataset: one molecule with the formula C8H7NO2 (wB97M-V/def2-TZVPD).

Computed properties:
Kohn-Sham gap   0.3251 Ha
HOMO level   -8.47 eV

```
! RIJCOSX wB97M-V def2-TZVPD def2/J DEFGRID3
* xyz 0 1
O 3.55599 -0.52609 0.04195
N 2.26499 -0.98701 -0.01334
C 1.38535 -0.08226 -0.07793
C 1.60125 1.47835 -0.03838
O 0.28191 1.91661 -0.17672
C -0.61594 0.89995 -0.00547
C -1.94063 1.14561 0.05669
C -2.75298 -0.06145 0.09485
C -2.14292 -1.26990 -0.07534
C -0.81490 -1.54697 -0.15009
C -0.04287 -0.34734 -0.14255
H 4.10633 -1.19381 0.40055
H 2.20592 1.71957 0.88335
H 2.21127 1.61187 -0.91286
H -2.30611 2.21139 0.10673
H -3.85026 -0.23197 0.23827
H -2.85126 -2.21561 0.02339
H -0.29513 -2.52094 -0.25310
*
```

Entry from the Open Molecules 2025 dataset: a 3-piece molecular cluster, C4H15N2O2 overall (wB97M-V/def2-TZVPD).

Computed properties:
Kohn-Sham gap (alpha / beta)   0.1434 / 0.3207 Ha
HOMO level (alpha / beta)   -3.29 / -8.23 eV
<S²>   0.751

```
! RIJCOSX wB97M-V def2-TZVPD def2/J DEFGRID3
* xyz 0 2
C -1.12739 -2.34592 -1.01776
C -1.09846 -1.42733 0.19999
C -0.49814 -0.07176 0.01121
C -1.13122 0.65500 -0.95789
N -0.38129 1.75323 -1.68050
N 0.49635 0.30486 0.88855
H -0.18271 -2.78766 -1.34088
H -1.56159 -1.77852 -1.84208
H -1.82234 -3.17181 -0.89584
H -0.59594 -1.97862 1.03202
H -2.12084 -1.35199 0.65677
H -2.07130 0.39614 -1.40371
H -1.02243 2.16427 -2.37961
H 0.05790 2.31107 -0.94767
H 0.29408 1.23113 -2.27463
H 1.22929 0.94358 0.64283
H 0.61348 -0.34383 1.64498
H 2.70095 4.62094 -0.31979
H 1.35676 4.67439 -0.24435
O 2.00050 3.94669 -0.37817
H 1.24107 -3.24094 3.50822
H 0.08512 -2.86703 2.59873
O 0.99960 -3.17561 2.57077
*
```

Entry from the Open Molecules 2025 dataset: an isolated ion of composition C5H11N2 and charge +1 (wB97M-V/def2-TZVPD).

Computed properties:
Kohn-Sham gap   0.3426 Ha
HOMO level   -12.69 eV

```
! RIJCOSX wB97M-V def2-TZVPD def2/J DEFGRID3
* xyz 1 1
C 2.61139 0.97688 -1.88035
N 1.85995 0.92849 -0.87466
C 0.45431 0.84969 -0.91219
C -0.15364 -0.34697 -0.85859
C -1.47974 -0.59185 -0.23084
C -1.44006 -0.89687 1.27935
N -0.32887 -0.05979 1.94442
H 2.25831 0.94685 -2.91365
H 3.68843 1.00242 -1.79155
H -0.01906 1.82403 -0.84147
H 0.44886 -1.14795 -1.27656
H -1.87915 -1.52483 -0.63469
H -2.23740 0.14140 -0.49969
H -2.39287 -0.62845 1.70484
H -1.11096 -1.91492 1.46133
H 0.15139 0.52117 1.24995
H 0.34394 -0.63365 2.44778
H -0.77482 0.55434 2.62658
*
```

Entry from the Open Molecules 2025 dataset: one molecule with the formula C16H19N3S (wB97M-V/def2-TZVPD).

Computed properties:
Kohn-Sham gap   0.3115 Ha
HOMO level   -7.81 eV

```
! RIJCOSX wB97M-V def2-TZVPD def2/J DEFGRID3
* xyz 0 1
C 2.95511 2.57681 -0.69523
C 3.40399 1.19982 -0.31077
C 4.72127 0.80105 -0.47046
C 5.13685 -0.46965 -0.10951
C 4.22986 -1.35841 0.43906
C 2.91163 -0.98012 0.61425
C 2.48815 0.28733 0.22802
N 1.15556 0.69670 0.39555
C 0.06935 -0.11860 0.60230
S -1.00218 0.30503 1.79407
N -0.10986 -1.17287 -0.21904
C 0.67844 -1.37917 -1.41020
C -1.16859 -2.12747 0.02147
C -2.38516 -1.94166 -0.90234
C -3.03542 -0.60993 -0.66184
C -2.56393 0.54988 -1.26955
C -3.15507 1.75735 -0.94323
C -4.19967 1.76512 -0.03326
C -4.61392 0.55182 0.49284
N -4.05310 -0.60281 0.18670
H 2.72617 3.16629 0.19388
H 3.73316 3.09203 -1.25195
H 2.05440 2.53280 -1.30629
H 5.43334 1.49798 -0.88850
H 6.16717 -0.75982 -0.24748
H 4.54829 -2.34415 0.74345
H 2.20739 -1.65397 1.07985
H 1.04924 1.58973 0.86219
H 1.07660 -0.43275 -1.77158
H 0.04511 -1.81012 -2.18493
H 1.51642 -2.05953 -1.22857
H -0.75824 -3.13335 -0.11628
H -1.49804 -2.01008 1.05594
H -3.10249 -2.72765 -0.66827
H -2.08558 -2.03282 -1.94832
H -1.74604 0.50694 -1.97411
H -2.80252 2.67836 -1.38625
H -4.67884 2.68637 0.25916
H -5.43329 0.49750 1.19801
*
```